{"formula": "C2H6N2O6", "method": "ωB97M-V with the def2-TZVPD basis set", "species": ["C", "C", "N", "N", "O", "O", "O", "O", "O", "O", "H", "H", "H", "H", "H", "H"], "xyz": [[-0.145, -0.490, 0.571], [-0.012, 0.293, -0.829], [-1.491, -0.312, 0.912], [1.537, 0.520, -1.013], [-1.585, -0.112, 2.321], [1.677, 1.858, -1.552], [0.009, -1.894, 0.382], [0.682, -0.067, 1.519], [-0.311, -0.581, -1.923], [-0.675, 1.383, -1.019], [-1.731, 0.564, 0.570], [2.091, 0.416, -0.136], [-0.469, -2.277, 1.255], [-0.579, -0.106, 2.542], [0.355, -1.230, -1.896], [0.647, 2.035, -1.704]], "forces_ev_per_a": [[1.611, 0.922, -0.509], [2.210, -0.664, -0.363], [-2.676, -0.821, 1.384], [0.199, -0.415, -0.252], [0.239, -0.579, 1.387], [-1.030, -0.088, -0.162], [-1.063, -2.899, 2.182], [0.568, 0.242, 0.588], [-1.572, 0.292, -0.586], [-0.514, 0.926, 0.614], [-0.569, 1.985, -1.076], [-1.289, 0.929, -0.481], [1.730, 1.322, -3.074], [-0.493, 0.469, -0.625], [1.247, -1.339, 0.062], [1.402, -0.284, 0.910]], "de_lowest_kcal_mol": 131.4, "total_charge": -2, "lumo_energy_ha": 0.250, "total_energy_ev": -17431.1501}

***

{"formula": "C2H6N2OP", "method": "ωB97M-V with the def2-TZVPD basis set", "species": ["C", "C", "N", "N", "O", "P", "H", "H", "H", "H", "H", "H"], "xyz": [[-0.354, 0.974, -0.157], [0.993, 0.563, 0.545], [-0.442, -1.373, -0.008], [-1.181, -0.224, -0.129], [-2.350, -0.276, 0.009], [1.320, -1.248, -0.072], [-1.011, 1.833, 0.419], [-0.278, 1.246, -1.135], [1.858, 1.341, 0.274], [1.004, 0.399, 1.568], [-0.929, -2.207, 0.236], [1.370, -1.029, -1.551]], "forces_ev_per_a": [[-1.077, 1.213, 4.936], [1.731, 1.228, -4.071], [2.341, -1.345, -0.195], [5.736, 1.529, -0.588], [-6.831, -0.664, 0.783], [-1.193, 1.829, -0.723], [1.879, -2.156, -1.278], [0.741, 1.057, -2.693], [-1.864, -1.896, 0.521], [-0.535, 0.216, 2.096], [-0.902, -0.749, 0.075], [-0.026, -0.263, 1.139]], "de_lowest_kcal_mol": 8.3, "total_charge": 1, "spin_multiplicity": 3, "lumo_energy_ha": [-0.156, -0.333], "total_energy_ev": -16474.2398}